Entry 1:
Entry from OMol25: a molecular structure, C35H32N4O2PtS2Sb (ωB97M-V/def2-TZVPD).

Geometry as XYZ:
```
77
Properties=species:S:1:pos:R:3
H -4.23 -2.47 -6.86
H -1.04 -4.80 1.70
C -3.34 -2.30 -6.27
C 1.30 2.23 -2.17
C -1.25 -4.69 -2.04
H 3.60 -0.64 3.29
H 1.92 1.79 -1.40
C -2.58 -6.64 -1.59
N -0.69 1.10 -1.19
N 2.95 -0.73 1.34
C -2.12 1.49 -3.52
H 1.82 2.15 -3.12
H -2.09 -1.99 -7.99
H 5.85 -1.59 2.71
H -0.25 2.19 -4.31
H -3.49 -4.44 1.54
C 5.10 -1.45 1.95
H -4.34 -2.56 -4.39
H -3.43 2.52 2.94
C -2.41 -3.94 -2.10
C -0.20 3.42 3.27
S 1.80 -0.87 -1.06
C -1.55 3.38 3.55
N -0.45 1.71 1.64
C -0.78 1.80 -3.45
H 2.40 2.13 2.66
H 2.09 3.77 2.08
C -2.33 -1.31 1.02
Pt 0.44 0.28 0.35
C 3.12 -1.06 0.05
H 2.03 2.40 0.96
H 1.19 3.30 -1.95
H -3.84 0.98 -2.33
H -0.29 -4.21 -2.20
H -2.65 -7.70 -1.39
C 1.80 2.72 1.97
C -2.80 -3.62 1.42
C -2.03 0.92 -1.20
C -1.44 -3.81 1.51
O 1.78 -0.21 1.78
C -1.34 -6.05 -1.79
C -2.77 1.13 -2.35
C 0.91 -3.04 1.48
C 3.89 -0.93 2.29
O -0.95 -1.75 -1.90
C -2.24 -2.16 -4.16
H 4.50 -1.85 -1.37
H 0.45 4.11 3.78
C -2.35 2.53 2.79
C -2.13 -2.04 -6.91
C -1.03 -1.88 -4.77
H 1.40 -2.84 0.53
C -3.74 -5.88 -1.64
H -0.04 -1.62 -6.66
S -2.31 -2.18 -2.37
C 4.36 -1.59 -0.33
C -1.78 1.71 1.84
H -2.67 1.59 -4.45
C -3.66 -4.51 -1.88
H -0.44 -6.65 -1.75
H 1.34 -2.42 2.27
C -3.40 -2.36 -4.89
C 0.34 2.59 2.29
N -1.01 -1.51 1.11
C -3.25 -2.33 1.18
H -0.15 -1.72 -4.16
C 5.34 -1.78 0.61
Sb -3.15 0.60 0.60
H -4.71 -6.34 -1.49
C -0.98 -1.83 -6.16
H -4.55 -3.90 -1.91
C -0.07 1.64 -2.27
H 6.30 -2.19 0.31
C -0.55 -2.75 1.35
H -4.31 -2.12 1.11
H 1.06 -4.08 1.74
H -1.98 4.02 4.31
```

Values from the calculation:
Spin multiplicity   2
Energy relative to the best compared isomer or geometry (same formula, charge and spin)   0.0 kcal per mole
Charge   +2
HOMO level (alpha / beta)   -0.492 / -0.492 Ha
Frontier orbital gap (alpha / beta)   7.9026 / 5.9340 eV
LUMO level (alpha / beta)   -5.484 / -7.453 eV
Strongest force on any atom   0.44 eV/A

Atomic partial charges in e from the Mulliken method, atoms 1 to 5: number 1, H, carries 0.4347; number 2, H, carries 0.4461; number 3, C, carries -0.7344; number 4, C, carries -1.3750; number 5, C, carries -0.4140

Entry 2:
Entry from OMol25: a molecular structure, C35H32N4O7S2V (ωB97M-V/def2-TZVPD).

Geometry as XYZ:
```
81
Properties=species:S:1:pos:R:3
C -1.73 -2.34 0.76
H 0.97 1.52 -5.82
H 1.58 -4.12 1.66
H -3.79 -1.09 6.91
H 0.04 -2.72 -2.00
C -1.25 3.86 2.71
C 1.97 -1.44 -4.56
C -0.38 -1.81 4.67
H -1.17 -3.07 -6.15
C -2.74 -1.89 5.22
C -2.29 3.04 -4.35
H -1.44 -1.12 -4.65
H 0.58 -1.29 4.72
C -1.64 -3.82 4.25
H -3.20 3.46 -3.95
N 1.55 -3.34 2.32
C -2.78 -3.19 4.75
C -0.45 -3.12 4.21
C -3.95 -1.24 5.84
H 3.98 -1.47 0.88
H -1.66 -4.86 3.95
H 3.65 -3.05 2.75
N -1.38 -0.12 1.20
C 0.97 -3.10 -5.98
H -2.60 -1.19 2.49
C -0.43 1.57 -4.16
O -0.20 1.49 0.06
C -2.02 -4.56 -0.03
C -1.52 -1.20 5.17
C 1.95 -1.26 0.42
C -0.13 4.24 0.55
H -2.39 4.15 -6.17
O 0.71 -5.33 3.52
H -3.70 -3.76 4.82
C -0.66 2.89 -6.12
C -2.31 -3.57 0.91
C -0.83 1.98 1.20
H -1.50 5.60 3.92
C -0.04 5.57 0.82
H -4.84 -1.85 5.71
N -0.89 -2.06 -0.27
S 0.60 0.43 -3.27
C -0.63 -2.99 -1.19
C -0.31 -2.62 -5.69
H -0.95 -5.00 -1.85
H -1.45 -0.20 5.58
O 1.63 -1.12 -0.82
N -1.48 1.06 1.86
H -1.93 1.81 -2.63
H -2.45 -5.55 0.06
C -1.97 -1.18 1.60
H 2.85 -0.98 -4.11
V -0.06 -0.20 -0.33
C -1.58 2.10 -3.60
C 2.11 -2.52 -5.43
C 2.78 -2.53 2.35
H 3.21 -2.89 0.21
H -0.46 7.11 2.27
H -0.31 3.20 -7.10
H 0.26 3.85 -0.38
C 0.69 -0.97 -4.29
C -0.46 -1.54 -4.85
C -1.83 3.43 -5.60
S 1.04 -3.96 3.79
O 1.12 -0.63 1.17
H 1.08 -3.93 -6.66
C 3.06 -2.07 0.92
O 2.02 -3.55 4.74
H -1.96 2.20 3.34
C -0.74 3.35 1.49
H 0.40 6.25 0.11
H 2.60 -1.67 2.98
C -1.18 -4.26 -1.10
H 3.09 -2.89 -5.67
H -4.14 -0.26 5.41
C -0.54 6.06 2.05
C 0.06 1.95 -5.41
O -0.43 0.00 -2.06
O -1.83 3.12 3.64
H -2.97 -3.76 1.75
C -1.12 5.23 2.98
```

Values from the calculation:
Energy relative to the best compared isomer or geometry (same formula, charge and spin)   10.1 kcal per mole
Charge   +3
HOMO level   -0.591 Ha
Frontier orbital gap   4.0008 eV
LUMO level   -12.075 eV
Strongest force on any atom   0.57 eV/A

Atomic partial charges in e from the Mulliken method, atoms 1 to 5: number 1, C, carries 0.3157; number 2, H, carries 0.4841; number 3, H, carries 0.3263; number 4, H, carries 0.3789; number 5, H, carries 0.6263

Entry 3:
Entry from OMol25: a molecular structure, C35H33AuN4OPS7 (ωB97M-V/def2-TZVPD).

Geometry as XYZ:
```
82
Properties=species:S:1:pos:R:3
C -3.61 -0.29 -1.18
S 1.60 1.15 2.55
S -2.79 -1.61 -0.60
H -5.75 1.90 -0.83
H 3.97 -0.80 -6.73
H 5.73 1.75 -4.68
H -1.98 -2.15 6.40
C 4.99 -1.48 -4.01
H 3.65 -2.14 -2.47
C 0.82 -2.85 1.68
N -4.07 0.72 -0.45
H 1.00 -3.48 4.97
C 0.42 4.05 3.75
H 0.60 -1.60 3.42
C 0.79 -2.59 3.05
C -4.70 1.85 -1.11
N -0.57 -0.66 -2.84
H -4.21 2.77 -0.80
H 4.72 -0.79 -8.33
H 1.48 -5.74 4.12
H -2.58 2.62 4.43
S 0.50 1.32 -4.03
H -0.69 -1.35 8.35
H 1.40 3.81 3.35
C 4.50 -1.41 -7.45
C -2.10 4.68 4.73
C -0.55 3.07 3.85
C -0.27 0.60 -2.67
S -1.50 0.64 2.01
C 0.62 -0.29 -4.88
H 0.98 1.79 5.98
H -0.07 -2.22 -4.14
H -1.37 -1.17 -4.70
H 5.25 -2.49 -4.31
H -3.79 2.33 -3.04
C -1.12 5.67 4.64
P -0.22 1.36 3.42
N 1.09 -4.02 -0.17
C -1.82 3.39 4.34
C 1.02 -3.65 3.90
C 1.35 -5.20 2.06
C 5.27 0.90 -4.20
C 5.57 -0.39 -4.64
H 1.64 -0.65 -4.77
H 0.39 -0.15 -5.93
C 4.09 -1.29 -2.97
H 4.14 2.09 -2.82
C 1.11 -4.13 1.21
C -0.41 -1.19 -4.19
H 0.77 -2.37 -1.48
C 0.23 0.27 7.28
C -1.33 -1.29 6.31
H -1.34 6.68 4.95
H 3.91 -2.27 -7.76
H 0.90 6.12 4.08
N 0.61 -1.99 0.60
C -0.60 -0.84 7.40
S -0.62 1.56 -1.29
C 0.14 5.35 4.15
H -3.86 0.74 0.53
H -3.08 4.93 5.12
O 6.29 -2.95 -7.09
C 5.82 -1.87 -6.89
C 1.30 -4.94 3.42
S 6.75 -0.61 -5.95
H 0.79 0.62 8.14
H -5.48 1.79 -3.16
H -1.19 -1.11 -2.15
C 3.77 0.00 -2.53
H -1.80 -0.98 4.23
C 2.81 0.19 -1.49
C 0.33 0.92 6.07
C -4.54 1.65 -2.63
H 1.58 -6.19 1.69
H 1.26 -4.76 -0.83
C 0.80 -2.73 -0.46
C 2.00 0.35 -0.61
Au 0.41 0.43 0.57
S -3.97 -0.06 -2.87
C 4.38 1.09 -3.16
C -1.23 -0.63 5.09
C -0.39 0.47 4.97
```

Values from the calculation:
Charge   +1
HOMO level   -0.377 Ha
Frontier orbital gap   6.3333 eV
LUMO level   -3.926 eV
Strongest force on any atom   0.58 eV/A

Atomic partial charges in e from the Mulliken method, atoms 1 to 5: number 1, C, carries 0.3082; number 2, S, carries -0.5540; number 3, S, carries -0.3328; number 4, H, carries 0.3802; number 5, H, carries 0.1205

Entry 4:
Entry from OMol25: a molecular structure, C35H33BF6GeN2O6PZn (ωB97M-V/def2-TZVPD).

Geometry as XYZ:
```
86
Properties=species:S:1:pos:R:3
C 3.21 -3.93 2.52
H 1.15 -2.38 7.12
C 1.04 -1.03 5.12
C 2.58 -3.06 1.63
H 4.14 -0.19 2.49
C 0.78 0.89 1.29
H -4.39 1.27 -3.80
F -5.09 -1.03 -0.71
H -0.41 -3.61 -2.69
C -1.89 4.05 -3.09
C 2.91 -1.71 1.61
H 5.22 -1.72 4.10
C 3.68 0.65 -0.18
H -3.76 4.64 -5.14
H 2.93 -4.98 2.54
H -2.42 0.56 -5.30
C -1.03 -2.22 6.19
H 0.99 0.02 -4.46
F -3.15 0.18 -0.79
H -1.00 5.21 -1.49
H -3.59 -0.45 3.13
C -2.44 -1.46 4.60
H -2.08 0.65 -3.18
H 6.59 -0.05 -1.79
F -4.36 0.14 1.14
H 1.36 1.60 1.87
O -0.65 0.89 -0.86
H -2.91 1.49 -6.72
H -4.45 -0.80 4.65
C 0.92 -0.64 -3.61
H -0.21 -2.13 -4.66
C -0.85 3.09 -1.18
H -3.65 3.70 -6.63
H 4.63 -4.12 4.11
H -5.03 1.87 -5.34
H -1.34 1.80 -5.96
C 0.69 -2.29 -1.40
N -2.36 -2.17 5.75
C -3.16 3.90 -5.67
O 1.89 -1.35 5.99
C 4.67 -0.07 -0.85
C 1.38 -1.09 -1.27
H 3.16 2.58 0.58
C -1.84 1.65 -2.87
C 0.24 -1.85 -3.72
C 6.06 1.88 -1.01
C 3.88 -1.25 2.49
H -2.17 4.33 -5.87
H 0.56 -2.94 -0.54
H 5.26 3.66 -0.14
H -2.16 4.94 -3.64
C -2.39 1.55 -5.76
F -4.30 -2.16 1.12
H 1.82 -3.45 0.97
H 2.03 0.66 -2.32
C 3.91 2.00 0.07
C 4.50 -2.10 3.38
C 5.09 2.61 -0.34
F -2.35 -0.96 1.07
C 5.84 0.53 -1.27
H 4.49 -1.12 -1.05
B -0.04 1.57 0.20
H 6.98 2.36 -1.33
C -1.15 1.83 -1.69
H -4.97 2.93 -3.92
O -1.56 -3.53 8.04
C 0.13 -2.68 -2.61
F -3.05 -2.11 -0.79
C -0.32 -1.47 5.21
P -3.71 -0.99 0.16
C 4.17 -3.45 3.40
N -1.25 -1.03 4.25
C -4.45 2.14 -4.46
C -3.73 -1.18 3.92
C -0.69 -2.94 7.37
Ge 2.08 -0.36 0.43
H -4.14 -2.09 3.48
O 0.60 -2.96 7.74
C -1.22 4.22 -1.87
C 1.49 -0.28 -2.40
H -3.11 -2.61 6.25
Zn -0.14 -0.14 2.78
O 1.31 -0.26 4.10
O -0.17 2.96 -0.01
C -2.22 2.79 -3.59
C -3.04 2.61 -4.86
```

Values from the calculation:
Spin multiplicity   2
Energy relative to the best compared isomer or geometry (same formula, charge and spin)   18.1 kcal per mole
Charge   -2
HOMO level (alpha / beta)   0.019 / -0.110 Ha
Frontier orbital gap (alpha / beta)   3.2753 / 6.7696 eV
LUMO level (alpha / beta)   3.779 / 3.779 eV
Strongest force on any atom   0.71 eV/A

Atomic partial charges in e from the Mulliken method, atoms 1 to 5: number 1, C, carries -0.7793; number 2, H, carries 0.4799; number 3, C, carries 1.1242; number 4, C, carries 0.0287; number 5, H, carries 0.3324

Entry 5:
Entry from OMol25: 3 unconnected molecules or ions with the total composition C35H33BO4 (ωB97M-V/def2-TZVPD).

Geometry as XYZ:
```
73
Properties=species:S:1:pos:R:3
C 1.65 -1.55 -0.40
O -0.61 -3.38 -6.72
C 1.35 -4.67 -8.25
C -1.69 4.69 4.37
H -5.62 9.45 3.79
H -1.99 4.67 7.73
B 1.43 -2.70 0.64
C 0.05 -4.44 -1.89
H -1.69 -3.18 -2.01
O -3.49 6.46 6.95
C -3.60 7.22 2.24
H -4.85 8.81 1.53
H 2.20 -3.62 0.58
C 0.21 -4.06 -6.14
C -3.57 6.89 4.63
C 1.30 -4.77 -6.87
H 3.43 -2.31 -1.39
H 0.00 -0.32 0.27
C 3.26 -6.17 -6.90
C 1.82 0.67 0.87
C -2.18 5.40 3.15
C 0.17 -4.20 -4.65
C -0.90 -3.68 -2.56
C 0.54 -1.99 2.94
C -2.12 5.05 5.64
H 1.81 -5.66 -2.08
H 3.81 -1.31 0.00
H 2.29 0.02 1.62
O 3.07 -6.29 -4.11
C -0.74 3.34 6.60
C 2.23 -5.65 -4.70
H -1.57 -2.98 -4.49
H -4.79 8.20 5.78
H 1.11 -1.97 -1.26
C 0.99 1.76 1.56
C -0.31 2.97 5.33
H 0.46 -0.92 2.78
H 0.95 2.67 0.96
C 3.12 -1.42 -0.84
H 3.99 -6.75 -6.35
C -0.78 3.65 4.21
H 0.60 -4.07 -8.76
H 1.40 2.03 2.53
H 0.05 -3.84 1.94
C 1.06 -5.08 -2.59
H 4.09 -6.57 -8.83
C 3.31 -6.07 -8.27
H 3.26 -0.56 -1.50
C 2.35 -5.31 -8.95
C -3.14 6.53 3.35
H -0.16 -2.26 3.74
H 2.39 -5.24 -10.03
C 1.12 -4.96 -3.97
H 0.39 2.16 5.20
H 0.91 0.36 -1.06
H -0.04 1.44 1.71
C 1.02 -0.18 -0.11
O -1.82 5.07 2.04
C -4.92 8.63 3.67
H 1.55 -2.19 3.31
C -4.47 7.94 4.78
H -0.68 -2.41 1.21
C 0.24 -2.80 1.66
H 0.00 -4.53 -0.81
C 2.26 -5.52 -6.19
H -0.37 2.81 7.47
H -3.25 6.92 1.26
H 2.65 1.15 0.35
C -4.49 8.27 2.40
C -3.10 6.16 5.84
C -0.84 -3.56 -3.94
H -0.47 3.38 3.22
C -1.64 4.37 6.76
```

Values from the calculation:
Energy relative to the best compared isomer or geometry (same formula, charge and spin)   0.0 kcal per mole
Charge   0
HOMO level   -0.362 Ha
Frontier orbital gap   8.8404 eV
SMILES   O=C1c2ccccc2C(=O)c2ccccc21.O=C1c2ccccc2C(=O)c2ccccc21.CCB[C@H](C)CCC
LUMO level   -0.999 eV
Strongest force on any atom   0.32 eV/A

Atomic partial charges in e from the Mulliken method, atoms 1 to 5: number 1, C, carries 1.0029; number 2, O, carries -0.6566; number 3, C, carries -0.5818; number 4, C, carries -0.0281; number 5, H, carries 0.3961

Entry 6:
Entry from OMol25: a molecular structure, C35H33BaN12O9S3 (ωB97M-V/def2-TZVPD).

Geometry as XYZ:
```
93
Properties=species:S:1:pos:R:3
N 2.50 -1.26 5.41
N 1.28 -0.27 3.66
O -1.71 0.86 -1.81
H 1.60 -1.29 5.88
H -2.17 3.86 1.72
H 2.30 2.17 1.65
C -3.82 1.90 2.35
H -6.12 0.53 -0.57
H 1.92 5.45 4.37
N -2.37 1.97 2.61
H 2.84 0.86 -1.66
C -2.02 -2.23 2.85
N 1.45 -0.62 -1.25
H 3.39 3.93 3.02
C 1.18 1.98 -5.30
H -5.23 2.26 0.77
C -4.14 0.49 0.26
C 3.88 -3.26 -3.63
C -3.31 -0.74 4.70
O 5.50 -7.54 -3.11
H -3.57 2.56 0.32
H -4.30 -2.55 5.31
N 5.30 -5.12 -5.02
C 5.43 -3.83 -5.29
H -1.93 -1.92 0.03
N 2.21 -1.08 4.05
N 2.91 -1.67 3.11
H -0.51 1.39 -6.49
C 1.70 2.84 2.25
H 4.83 -1.79 -4.90
C -2.93 -2.87 3.68
O 2.78 3.76 -1.87
H -0.99 1.38 4.07
C 4.73 -2.83 -4.63
C 2.32 -1.15 2.02
C 1.61 2.50 -4.10
C -2.39 -0.19 3.81
C 4.42 -5.43 -4.05
C 0.11 4.51 3.68
C 1.89 -2.79 -2.20
O 0.58 4.65 -1.26
H 1.90 1.74 -6.07
N -3.00 -0.19 0.42
O 1.24 2.40 -0.56
H -2.42 3.91 3.47
C -3.91 -2.02 -0.82
H 2.98 -2.14 5.47
C 3.39 -0.98 -2.61
N 3.72 -4.55 -3.34
C -0.67 2.54 -3.30
H -2.61 1.74 4.71
C -3.58 -2.10 4.63
H -1.48 -2.81 2.10
C 1.49 4.67 3.75
H -3.11 -3.93 3.59
C -2.06 1.28 3.86
S 4.21 -7.20 -3.69
C -0.18 1.78 -5.54
C -4.22 1.88 0.88
H -4.33 2.73 2.86
C -5.09 -1.32 -0.99
H -5.92 -1.76 -1.53
S -1.92 2.30 -2.02
O 3.10 -7.24 -2.77
C 1.14 -1.91 -1.45
C -5.21 -0.05 -0.44
H -2.15 1.88 -4.70
O -3.19 2.63 -2.58
C 2.57 -0.17 -1.83
S 1.39 3.51 -1.58
H 0.23 -2.26 -0.97
H 1.62 -3.83 -2.31
C -0.41 3.52 2.86
C 0.70 2.79 -3.08
H -3.80 -0.11 5.43
H 2.65 2.71 -3.92
H -4.18 0.98 2.82
N 1.32 -0.31 2.33
C 3.05 -2.31 -2.81
C -1.91 3.37 2.67
H 4.29 -0.57 -3.04
C -2.89 -1.41 -0.12
Ba -0.47 1.25 0.06
H -3.77 -3.01 -1.24
H -0.55 5.16 4.23
C 2.31 3.83 3.01
N -1.75 -0.93 2.90
H 6.13 -3.57 -6.08
N 0.38 2.68 2.19
O 3.95 -7.76 -4.99
C -1.10 2.06 -4.54
O -1.61 3.03 -0.78
H 2.61 -1.40 1.01
```

Values from the calculation:
Energy relative to the best compared isomer or geometry (same formula, charge and spin)   75.0 kcal per mole
Charge   -1
HOMO level   -0.200 Ha
Frontier orbital gap   6.8783 eV
LUMO level   1.447 eV
Strongest force on any atom   9.38 eV/A

Atomic partial charges in e from the Mulliken method, atoms 1 to 5: number 1, N, carries -0.6480; number 2, N, carries -0.4522; number 3, O, carries -0.6189; number 4, H, carries 0.2644; number 5, H, carries 0.4428

no.,E_tot (a.u.)
1,-2877.825229
2,-3838.060572
3,-4911.995617
4,-6736.662440
5,-1679.357813
6,-3907.957441